# 1
10
Properties=species:S:1:pos:R:3:forces:R:3:mulliken_charge:R:1 method="wB97M-V/def2-TZVPD" smiles="C=C.C=O" energy_ha=-193.0743 multiplicity=1 total_charge=0 orbital_gap_ev=11.077 homo_energy_ev=-10.14
C 0.289 2.225 3.369 0.3120 0.2998 0.1619 -0.43
C -0.934 2.130 2.881 -0.2188 -0.4346 0.0153 -0.43
H 0.741 1.431 3.950 -0.1711 -0.0573 0.0674 0.21
H 0.913 3.105 3.256 -0.0917 -0.0156 -0.2536 0.22
H -1.527 1.247 3.096 0.0260 -0.0152 -0.1270 0.20
H -1.411 2.865 2.247 0.1444 0.2228 0.1365 0.23
O 0.022 -1.598 -2.937 -0.1015 0.1431 -0.0251 -0.37
C 0.628 -2.558 -3.310 0.1633 -0.3239 0.0596 -0.05
H 0.296 -3.186 -4.157 -0.0889 0.1030 -0.0550 0.21
H 1.555 -2.898 -2.813 0.0263 0.0778 0.0200 0.21

=====

# 2
92
Properties=species:S:1:pos:R:3:forces:R:3:mulliken_charge:R:1 method="wB97M-V/def2-TZVPD" energy_ha=-4065.8120 multiplicity=1 total_charge=+3 orbital_gap_ev=5.263 homo_energy_ev=-14.78
Ti -18.261 -6.800 12.753 0.3784 -0.9545 1.0998 0.08
C -21.315 -3.803 14.479 1.2913 -0.1342 -0.6272 -1.22
N -21.928 -4.843 13.666 1.1585 -1.8895 -0.8486 0.12
C -23.383 -5.059 13.741 0.1199 -0.1078 -0.6030 -1.16
C -21.090 -5.712 13.020 -1.8518 0.5738 0.2398 0.49
N -19.837 -5.468 12.673 0.0459 -0.2955 0.6460 -0.12
N -21.667 -6.941 12.673 -0.5276 0.3306 0.0984 -0.03
C -21.048 -8.002 12.095 1.2831 -1.6003 -0.7511 0.59
N -21.767 -9.104 11.798 0.0740 1.8090 0.5712 -0.36
N -19.735 -7.996 11.852 -0.0069 1.1549 0.9990 -0.09
H -21.971 -3.451 15.246 -0.5207 0.2069 0.1923 0.43
H -20.954 -3.003 13.839 -0.2646 0.4681 0.0932 0.38
H -20.430 -4.229 14.951 -0.0081 0.0044 0.2440 0.36
H -23.799 -4.189 14.223 -0.2536 0.1978 -0.0506 0.35
H -23.682 -5.927 14.320 0.2246 -0.1900 0.3518 0.43
H -23.803 -5.167 12.733 0.0447 0.2808 0.2044 0.44
H -19.603 -4.482 12.711 0.1595 -0.0267 0.2532 0.17
H -22.672 -7.039 12.836 0.5885 0.0826 0.0756 0.23
H -22.745 -9.164 12.004 -0.3424 -0.1415 -0.0087 0.20
H -21.302 -9.922 11.480 0.2305 -0.5707 -0.2312 0.21
H -19.334 -8.861 11.510 -0.3133 -0.2131 -0.1523 0.17
C -16.889 -11.895 6.954 0.5389 -0.5677 -0.3630 -1.38
C -16.882 -10.680 7.815 -1.0062 0.7307 0.3161 0.87
C -18.134 -10.023 7.889 0.5411 0.5450 0.0788 -0.95
C -18.297 -8.829 8.601 -0.7490 -0.4418 -0.5572 -0.62
C -17.203 -8.246 9.183 0.9992 0.0985 -0.1787 0.35
C -15.955 -8.873 9.119 -0.0733 -0.4675 0.4812 -0.45
C -15.791 -10.097 8.515 -0.5392 -0.4315 -0.7335 -1.04
S -17.285 -6.750 10.112 0.6572 -1.0106 0.3135 1.49
O -16.922 -7.462 11.548 -0.9160 1.1636 0.2753 -0.02
C -15.962 -5.716 9.478 0.4672 0.2721 -0.8590 0.58
C -16.156 -5.581 8.070 -0.2267 0.8386 -0.1215 -1.36
C -15.500 -4.614 7.330 -0.5438 -0.8040 1.4711 -1.37
C -14.725 -3.641 8.006 0.5177 -1.8575 0.1107 0.72
C -14.186 -2.549 7.335 0.4169 1.3251 -0.5125 -0.91
C -13.456 -1.654 8.079 0.6475 0.9322 -0.9233 -0.52
C -13.054 -1.912 9.384 0.3446 0.2984 0.8875 -0.82
C -13.526 -3.012 10.045 0.7079 -0.4411 0.1908 -0.63
C -14.340 -3.938 9.362 -1.0366 0.8337 0.3580 0.73
C -14.955 -5.000 10.110 -1.5104 -1.4860 -0.4336 1.31
C -14.320 -5.475 11.357 0.7656 -0.0479 1.5310 0.53
C -13.080 -6.206 11.180 0.0570 0.7441 0.1675 0.85
C -12.882 -7.114 10.119 0.6462 -0.4497 -0.6190 -0.70
C -11.732 -7.880 10.024 0.3562 0.4653 0.0382 -1.19
C -10.629 -7.554 10.853 0.0698 0.7385 1.0065 -0.75
C -10.776 -6.651 11.904 0.7939 -0.3855 -0.8058 -0.91
C -12.018 -6.020 12.110 0.3959 -0.1752 0.8679 1.43
C -12.174 -5.227 13.282 0.0956 0.4837 -1.1860 -1.47
C -13.441 -4.796 13.541 0.1781 -0.8988 0.9522 -0.95
C -14.522 -5.049 12.687 -0.0297 -0.2127 -0.4286 -0.40
S -15.957 -5.272 13.752 1.3554 2.0164 -0.8226 1.05
O -17.174 -5.088 12.782 -1.8643 -1.2684 -0.0947 -0.22
C -15.986 -3.722 14.627 -0.6914 0.1778 -0.2945 0.71
C -16.120 -2.551 13.882 -0.4397 0.6054 0.4640 -0.73
C -16.503 -1.344 14.503 0.5523 -0.9271 -0.0473 -1.11
C -16.769 -1.293 15.872 -0.1197 -1.4138 0.9970 0.81
C -17.229 -0.069 16.619 1.2610 0.2836 0.6529 -1.33
C -16.608 -2.505 16.613 0.8930 -0.4427 -1.1582 -0.79
C -16.187 -3.702 15.991 -0.3792 0.3098 1.5094 -0.38
H -17.914 -12.254 6.812 0.3079 0.0170 0.0873 0.39
H -16.267 -12.728 7.310 -0.1237 0.3346 0.0522 0.39
H -16.509 -11.630 5.956 -0.0117 -0.0463 0.1846 0.30
H -18.973 -10.388 7.290 0.2510 -0.0729 0.4426 0.38
H -19.278 -8.379 8.670 -0.0540 0.1612 -0.1568 0.59
H -15.122 -8.504 9.677 0.3377 0.4852 0.1443 0.64
H -14.803 -10.562 8.560 -0.3944 -0.0214 -0.1591 0.52
H -16.912 -6.186 7.604 0.0145 -0.3093 -0.4067 0.53
H -15.598 -4.609 6.269 -0.2326 0.2136 -0.5625 0.50
H -14.304 -2.368 6.244 -0.3173 -0.2795 1.0318 0.40
H -13.084 -0.694 7.692 -0.2515 -0.6976 -0.3735 0.38
H -12.327 -1.206 9.822 -0.6946 -0.4781 0.0885 0.44
H -13.264 -3.226 11.079 0.1319 0.1835 -0.1889 0.27
H -13.616 -7.202 9.338 -0.2945 -0.0682 -0.0061 0.78
H -11.582 -8.688 9.283 -0.3695 0.7811 0.3149 0.40
H -9.637 -7.941 10.655 -0.2032 -0.3527 0.0431 0.43
H -9.926 -6.358 12.572 -0.8219 -0.5293 -0.7519 0.38
H -11.286 -4.931 13.855 -0.6013 -0.3184 -0.0124 0.44
H -13.708 -4.395 14.499 0.3296 0.3681 0.4018 0.62
H -15.976 -2.609 12.821 0.1031 0.2289 -0.4217 0.49
H -16.535 -0.426 13.946 -0.1233 0.1134 -0.3502 0.44
H -16.502 0.095 17.488 -1.0536 -0.0667 -1.1240 0.34
H -18.217 -0.249 17.055 0.1322 0.1582 -0.1037 0.33
H -17.232 0.838 15.991 -0.0940 -0.4331 0.3054 0.37
H -16.686 -2.557 17.689 -0.2624 0.3745 0.0873 0.45
H -15.991 -4.588 16.623 -0.3135 0.4904 -0.4729 0.49
F -19.905 -6.945 16.183 0.8915 -0.0314 -0.1544 -0.23
C -18.881 -7.752 16.568 -1.4705 -0.0957 3.8950 0.90
F -17.869 -6.997 17.113 -1.3754 -0.8523 -1.0949 -0.21
F -19.413 -8.534 17.567 1.1068 1.0441 -1.4519 -0.23
C -18.385 -8.603 15.442 1.6100 -0.8752 -0.7723 0.16
O -18.060 -9.751 15.496 -0.7990 1.7183 -0.4005 -0.39
O -18.184 -7.735 14.395 0.0022 0.7381 -2.4409 -0.78

=====

# 3
14
Properties=species:S:1:pos:R:3:forces:R:3:mulliken_charge:R:1 method="wB97M-V/def2-TZVPD" smiles="C=C=CC=O.C=N" energy_ha=-324.6007 multiplicity=1 total_charge=0 orbital_gap_ev=10.352 homo_energy_ev=-9.52
O -1.728 0.812 -1.217 0.3584 0.3389 0.1954 -0.48
C -0.835 1.497 -0.775 -0.2296 -0.2481 -0.2424 0.05
N -0.763 0.297 1.569 0.0293 -0.4465 0.0816 -0.42
C -0.918 -0.899 1.177 -0.1460 0.3051 0.1132 -0.47
C 1.412 -1.255 -0.662 -0.0720 0.1795 -0.1381 -0.73
C 1.066 -0.020 -0.901 0.0893 -0.0446 -0.0188 0.24
C 0.620 1.205 -1.015 -0.0025 -0.1801 -0.0036 -0.26
H -1.035 2.412 -0.185 -0.0111 -0.1024 -0.1969 0.29
H -0.185 0.346 2.406 -0.0492 -0.0528 0.1248 0.21
H -1.476 -1.075 0.254 -0.0010 0.0274 0.1739 0.34
H -0.504 -1.778 1.682 -0.0612 0.1079 0.0236 0.34
H 1.731 -1.561 0.331 -0.0215 0.1199 -0.1161 0.29
H 1.348 -2.030 -1.419 0.1220 0.1747 -0.0543 0.25
H 1.268 2.049 -1.245 -0.0049 -0.1788 0.0576 0.36